(1)
Entry from OMol25: a molecular structure, C33H27N6O4RuS2 at a distorted geometry (ωB97M-V/def2-TZVPD).

E_LUMO (spin up / spin down) ... -0.90 / -0.52 eV
Expectation value of S² ... 0.790
HOMO level (spin up / spin down) ... -7.262 / -7.223 eV
Frontier orbital gap (spin up / spin down) ... 6.4 / 6.7 eV

The geometry in ORCA input format:
```
! wB97M-V def2-TZVPD RIJCOSX def2/J DEFGRID3
* xyz 0 2
Ru -0.063 -0.533 -0.150
O -0.578 -0.605 1.845
C -1.809 -0.915 2.177
C -2.044 -1.880 3.177
C -3.321 -2.279 3.498
C -4.431 -1.705 2.865
C -4.225 -0.702 1.952
C -2.931 -0.297 1.594
C -2.744 0.720 0.601
N -1.615 0.985 0.067
N -1.571 1.961 -0.900
C -0.347 2.113 -1.336
O 0.653 1.492 -0.864
C -0.166 2.996 -2.524
C -1.195 3.795 -3.016
C -1.013 4.518 -4.185
C 0.194 4.446 -4.872
C 1.224 3.656 -4.380
C 1.045 2.935 -3.207
H -1.171 -2.306 3.656
H -3.473 -3.044 4.250
H -5.431 -2.044 3.100
H -5.072 -0.223 1.468
H -3.609 1.294 0.274
H -2.130 3.840 -2.474
H -1.816 5.135 -4.569
H 0.332 5.010 -5.786
H 2.164 3.596 -4.913
H 1.830 2.306 -2.809
C 4.311 -0.117 0.283
C 3.065 -0.954 0.456
O 2.018 -0.375 0.728
C 3.138 -2.401 0.323
C 4.380 -3.056 0.255
C 4.478 -4.426 0.259
C 3.303 -5.186 0.320
C 2.072 -4.575 0.315
C 1.942 -3.165 0.297
O 0.740 -2.650 0.219
H 4.018 0.928 0.338
H 4.774 -0.317 -0.684
H 5.033 -0.329 1.073
H 5.286 -2.466 0.217
H 5.444 -4.910 0.225
H 3.365 -6.266 0.370
H 1.160 -5.163 0.338
N -2.343 0.548 -3.283
C -1.147 0.035 -3.579
N -0.259 -0.384 -2.718
C 0.872 -0.864 -3.379
C 1.987 -1.423 -2.764
C 3.031 -1.900 -3.538
C 2.980 -1.820 -4.929
C 1.872 -1.278 -5.561
C 0.828 -0.807 -4.778
S -0.688 -0.113 -5.272
H -2.494 0.879 -2.335
H -2.931 0.893 -4.019
H 2.013 -1.469 -1.687
H 3.902 -2.329 -3.056
H 3.809 -2.181 -5.523
H 1.819 -1.219 -6.641
S -2.209 -1.906 -0.874
C -1.492 -2.867 -2.097
N -0.411 -3.617 -1.780
C 0.216 -4.374 -2.689
C -0.246 -4.426 -3.973
C -1.355 -3.624 -4.254
N -1.977 -2.890 -3.349
H 0.078 -3.357 -0.853
H 1.087 -4.917 -2.346
H 0.236 -5.024 -4.730
H -1.741 -3.558 -5.266
*
```

(2)
Entry from OMol25: a molecular structure, C33H28AsCoN3S3 at a distorted geometry (ωB97M-V/def2-TZVPD).

E_LUMO (spin up / spin down) ... -3.14 / -3.15 eV
HOMO level (spin up / spin down) ... -10.430 / -10.430 eV
Frontier orbital gap (spin up / spin down) ... 7.3 / 7.3 eV

The geometry in ORCA input format:
```
! wB97M-V def2-TZVPD RIJCOSX def2/J DEFGRID3
* xyz 1 1
Co -1.331 -0.179 0.946
S -1.949 -3.150 -2.268
C -1.986 -1.635 -3.118
C -2.187 -1.403 -4.475
C -2.191 -0.095 -4.917
C -1.990 0.965 -4.026
C -1.786 0.735 -2.680
C -1.787 -0.581 -2.220
N -1.605 -0.996 -0.911
C -1.687 -2.293 -0.790
C -1.584 -2.894 0.523
C -1.704 -4.264 0.761
C -1.619 -4.735 2.057
C -1.421 -3.842 3.106
C -1.309 -2.475 2.872
C -1.390 -1.996 1.578
H -2.340 -2.226 -5.160
H -2.345 0.114 -5.967
H -1.981 1.980 -4.403
H -1.590 1.546 -1.991
H -1.873 -4.949 -0.062
H -1.714 -5.794 2.257
H -1.355 -4.210 4.121
H -1.158 -1.797 3.701
S -0.808 1.137 2.640
C 0.873 0.895 3.126
C 1.273 1.329 4.388
C 2.577 1.126 4.811
C 3.492 0.482 3.988
C 3.102 0.059 2.726
C 1.802 0.285 2.288
As 1.135 -0.269 0.570
C 2.575 -1.346 -0.140
C 3.723 -0.738 -0.637
C 4.772 -1.526 -1.085
C 4.674 -2.911 -1.043
C 3.529 -3.515 -0.545
C 2.476 -2.733 -0.093
C 1.293 1.332 -0.533
C 1.388 1.163 -1.912
C 1.478 2.265 -2.749
C 1.464 3.545 -2.211
C 1.371 3.718 -0.836
C 1.288 2.614 0.003
H 0.550 1.807 5.037
H 2.877 1.458 5.796
H 4.503 0.305 4.330
H 3.812 -0.441 2.079
H 3.803 0.341 -0.667
H 5.668 -1.055 -1.467
H 5.494 -3.519 -1.400
H 3.455 -4.594 -0.508
H 1.581 -3.202 0.300
H 1.410 0.165 -2.337
H 1.562 2.124 -3.819
H 1.543 4.406 -2.862
H 1.383 4.712 -0.409
H 1.231 2.757 1.075
C -3.894 3.816 -0.789
N -3.903 2.423 -0.376
C -3.590 1.990 0.836
N -3.315 2.870 1.788
S -3.619 0.289 1.170
H -4.067 3.857 -1.861
H -2.924 4.272 -0.581
H -4.680 4.386 -0.291
H -4.145 1.710 -1.045
H -3.308 3.862 1.622
H -3.022 2.527 2.689
*
```

(3)
Entry from OMol25: a molecular structure, C33H28Br2F2N6O2STi (ωB97M-V/def2-TZVPD).

E_LUMO ... -0.67 eV
HOMO level ... -7.193 eV
Frontier orbital gap ... 6.5 eV

The geometry in ORCA input format:
```
! wB97M-V def2-TZVPD RIJCOSX def2/J DEFGRID3
* xyz 0 1
Ti 0.066 0.318 -0.128
N -3.152 3.852 -0.420
C -2.175 2.913 -0.669
S -0.562 3.355 -0.302
N -2.654 1.810 -1.190
N -1.729 0.794 -1.424
C -2.153 0.002 -2.351
C -1.555 -1.254 -2.774
C -2.304 -2.142 -3.548
C -1.777 -3.363 -3.928
C -0.477 -3.693 -3.543
C 0.292 -2.820 -2.794
C -0.246 -1.592 -2.404
O 0.452 -0.714 -1.714
H -2.835 4.801 -0.325
H -4.033 3.697 -0.883
H -3.099 0.283 -2.815
H -3.311 -1.865 -3.837
H -2.366 -4.051 -4.517
H -0.058 -4.647 -3.837
H 1.305 -3.059 -2.499
F 4.856 -2.242 0.839
C 3.509 -2.347 0.893
C 2.742 -1.251 0.562
C 1.348 -1.318 0.606
C 0.759 -2.554 0.931
C 1.590 -3.614 1.300
F 1.063 -4.801 1.692
C 2.965 -3.549 1.295
C -0.704 -2.666 0.782
C -1.466 -3.814 1.020
C -2.833 -3.772 0.845
C -3.434 -2.588 0.453
C -2.619 -1.501 0.218
N -1.291 -1.536 0.354
H 3.275 -0.361 0.260
H 3.570 -4.393 1.584
H -0.989 -4.723 1.338
H -3.425 -4.661 1.023
H -4.502 -2.499 0.322
H -3.035 -0.552 -0.088
Br 3.816 4.252 -4.657
C 2.846 3.179 -3.457
C 1.773 2.430 -3.905
C 1.095 1.655 -2.980
N 1.426 1.619 -1.693
C 2.456 2.345 -1.274
C 3.210 3.142 -2.123
C 2.717 2.236 0.184
C 3.787 2.870 0.799
C 3.977 2.669 2.153
Br 5.417 3.496 3.029
C 3.113 1.846 2.853
C 2.075 1.263 2.153
N 1.862 1.460 0.854
H 1.466 2.442 -4.940
H 0.252 1.046 -3.272
H 4.047 3.724 -1.771
H 4.465 3.497 0.242
H 3.241 1.651 3.907
H 1.387 0.590 2.641
C -0.984 2.284 3.224
C -1.471 0.985 2.589
C -1.212 -0.214 3.491
C -2.955 1.116 2.275
O -0.750 0.796 1.364
H -1.591 2.503 4.105
H -1.072 3.104 2.513
H 0.052 2.220 3.548
H -1.743 -0.081 4.436
H -0.150 -0.328 3.719
H -1.562 -1.138 3.031
H -3.487 1.395 3.187
H -3.376 0.176 1.924
H -3.131 1.886 1.526
*
```

(4)
Entry from OMol25: a molecular structure, C33H28BrF6N2O5P2PdS (ωB97M-V/def2-TZVPD).

E_LUMO (spin up / spin down) ... 3.76 / 3.75 eV
Expectation value of S² ... 0.752
HOMO level (spin up / spin down) ... -3.150 / -3.733 eV
Frontier orbital gap (spin up / spin down) ... 6.9 / 7.5 eV

The geometry in ORCA input format:
```
! wB97M-V def2-TZVPD RIJCOSX def2/J DEFGRID3
* xyz -2 2
Pd -2.611 -0.385 -0.573
F 4.957 1.944 4.383
P 4.924 1.351 5.896
F 5.520 -0.058 5.346
F 4.320 2.751 6.436
F 3.412 0.800 5.639
F 4.888 0.745 7.398
F 6.429 1.897 6.143
C -1.297 -0.725 -4.220
C -1.167 -2.224 -4.107
N -1.801 -2.780 -3.046
O -0.504 -2.892 -4.892
H -2.341 -0.417 -4.233
H -0.796 -0.393 -5.126
H -0.837 -0.245 -3.353
H -2.161 -2.200 -2.293
H -1.624 -3.748 -2.839
O -0.171 -0.180 0.211
P 1.287 -0.182 0.517
C 1.778 -1.293 1.860
C 2.355 -0.873 3.054
C 2.716 -1.801 4.026
C 2.427 -3.143 3.834
C 1.819 -3.569 2.657
C 1.521 -2.653 1.665
C 1.915 1.467 0.882
C 3.165 1.745 1.439
C 3.539 3.056 1.686
C 2.677 4.095 1.356
C 1.440 3.824 0.790
C 1.053 2.512 0.557
C 2.223 -0.823 -0.900
C 3.600 -0.657 -1.033
C 4.261 -1.198 -2.124
C 3.550 -1.904 -3.088
C 2.179 -2.075 -2.963
C 1.519 -1.532 -1.866
H 2.547 0.172 3.253
H 3.202 -1.444 4.923
H 2.699 -3.866 4.594
H 1.594 -4.618 2.506
H 1.063 -2.990 0.741
H 3.838 0.948 1.726
H 4.483 3.257 2.173
H 2.968 5.118 1.563
H 0.756 4.624 0.539
H 0.075 2.305 0.140
H 4.157 -0.102 -0.289
H 5.331 -1.064 -2.226
H 4.067 -2.319 -3.945
H 1.616 -2.609 -3.717
H 0.449 -1.653 -1.746
Br -3.133 -6.693 1.777
C -2.975 -4.898 1.128
C -3.866 -4.444 0.174
C -3.738 -3.137 -0.291
C -2.734 -2.266 0.160
C -1.871 -2.783 1.137
C -1.977 -4.080 1.626
H -4.647 -5.094 -0.199
H -4.449 -2.793 -1.037
H -1.091 -2.144 1.533
H -1.293 -4.444 2.383
O -1.751 3.254 -0.733
C -2.716 2.835 -1.349
N -3.019 1.538 -1.610
S -4.389 1.370 -2.460
O -5.407 0.693 -1.696
O -4.150 0.869 -3.792
C -4.760 3.099 -2.570
C -5.819 3.749 -3.173
C -5.836 5.136 -3.106
C -4.817 5.833 -2.458
C -3.760 5.157 -1.863
C -3.748 3.776 -1.929
H -6.603 3.196 -3.673
H -6.651 5.685 -3.561
H -4.855 6.915 -2.419
H -2.957 5.675 -1.353
*
```

(5)
Entry from OMol25: a molecular structure, C33H28CrIN3O3P at a distorted geometry (ωB97M-V/def2-TZVPD).

E_LUMO (spin up / spin down) ... -3.22 / -3.48 eV
Expectation value of S² ... 6.019
HOMO level (spin up / spin down) ... -9.714 / -10.612 eV
Frontier orbital gap (spin up / spin down) ... 6.5 / 7.1 eV

The geometry in ORCA input format:
```
! wB97M-V def2-TZVPD RIJCOSX def2/J DEFGRID3
* xyz 1 5
Cr 1.161 0.869 -1.542
C 5.051 0.210 0.852
C 3.875 0.800 1.574
N 3.886 0.860 2.884
C 2.818 1.382 3.541
C 1.728 1.903 2.909
C 0.576 2.456 3.707
O -0.674 1.858 3.336
C 1.685 1.852 1.494
C 0.565 2.468 0.822
N 0.154 2.292 -0.380
C -1.051 2.969 -0.798
C -1.869 3.700 0.071
C -3.021 4.330 -0.359
C -3.425 4.242 -1.682
C -2.660 3.500 -2.562
C -1.500 2.886 -2.114
I -0.469 1.790 -3.590
C 2.751 1.251 0.812
O 2.741 1.097 -0.477
H 5.795 -0.112 1.577
H 5.498 0.945 0.177
H 4.747 -0.645 0.239
H 2.871 1.369 4.627
H 0.460 3.527 3.541
H 0.779 2.318 4.770
H -0.686 0.956 3.675
H 0.018 3.166 1.440
H -1.637 3.759 1.125
H -3.615 4.886 0.357
H -4.325 4.735 -2.028
H -2.960 3.400 -3.598
O 2.976 0.328 -3.376
N 2.023 -0.459 -2.696
C 1.826 -1.577 -3.237
C 0.856 -2.587 -2.784
C 0.920 -3.786 -3.495
C 0.135 -4.870 -3.150
C -0.732 -4.766 -2.075
C -0.819 -3.570 -1.373
C -0.045 -2.464 -1.712
P -0.234 -0.936 -0.690
C 0.213 -1.587 0.964
C 1.575 -1.798 1.182
C 2.029 -2.312 2.386
C 1.122 -2.621 3.393
C -0.236 -2.437 3.179
C -0.694 -1.927 1.967
C -2.027 -0.618 -0.691
C -2.820 -1.031 -1.765
C -4.158 -0.664 -1.836
C -4.717 0.127 -0.842
C -3.930 0.566 0.214
C -2.590 0.209 0.284
H 3.757 0.332 -2.801
H 2.442 -1.814 -4.103
H 1.609 -3.865 -4.330
H 0.205 -5.794 -3.712
H -1.338 -5.614 -1.780
H -1.505 -3.493 -0.537
H 2.286 -1.546 0.400
H 3.091 -2.464 2.545
H 1.475 -3.012 4.341
H -0.949 -2.700 3.953
H -1.755 -1.819 1.807
H -2.392 -1.646 -2.548
H -4.764 -1.001 -2.670
H -5.764 0.407 -0.895
H -4.357 1.197 0.985
H -1.979 0.592 1.096
*
```

(6)
Entry from OMol25: a molecular structure, C33H28CrN7O6Se2 (ωB97M-V/def2-TZVPD).

E_LUMO (spin up / spin down) ... -3.67 / -3.68 eV
Expectation value of S² ... 6.018
HOMO level (spin up / spin down) ... -10.177 / -10.984 eV
Frontier orbital gap (spin up / spin down) ... 6.5 / 7.3 eV

The geometry in ORCA input format:
```
! wB97M-V def2-TZVPD RIJCOSX def2/J DEFGRID3
* xyz 1 5
Cr -0.295 -1.019 1.063
O -5.460 1.154 2.753
C -5.360 -0.101 3.148
O -6.203 -0.659 3.799
C -4.114 -0.840 2.771
C -3.875 -2.148 3.148
N -2.653 -2.477 2.698
N -2.076 -1.454 2.052
C -2.954 -0.453 2.078
C -2.570 0.787 1.311
O -3.330 1.757 1.339
O -1.479 0.685 0.678
H -4.671 1.452 2.223
H -4.503 -2.833 3.687
H -2.170 -3.357 2.797
Se 2.671 -0.799 2.409
N 0.913 -0.990 2.750
C 0.771 -1.006 4.078
C -0.458 -1.050 4.804
C -0.418 -1.085 6.159
C 0.813 -1.072 6.891
C 2.001 -0.985 6.250
C 2.009 -0.938 4.821
N 3.112 -0.836 4.099
H -1.403 -1.002 4.289
H -1.348 -1.104 6.709
H 0.782 -1.109 7.970
H 2.942 -0.945 6.776
C -2.274 0.275 -2.425
N -1.348 -0.665 -3.036
C -0.933 -1.826 -2.494
Se -1.464 -2.492 -0.851
N -0.090 -2.406 -3.373
C 0.041 -1.616 -4.505
C 0.777 -1.758 -5.671
C 0.687 -0.733 -6.596
C -0.113 0.394 -6.367
C -0.854 0.532 -5.206
C -0.759 -0.498 -4.281
H -2.797 -0.235 -1.622
H -2.987 0.607 -3.179
H -1.733 1.123 -2.008
H 0.374 -3.280 -3.179
H 1.392 -2.628 -5.850
H 1.241 -0.806 -7.520
H -0.160 1.168 -7.119
H -1.485 1.393 -5.039
C -1.418 4.275 -1.127
O -0.312 3.394 -1.337
C 0.553 3.214 -0.305
C 0.440 3.788 0.953
C 1.423 3.547 1.901
C 2.517 2.741 1.615
C 2.622 2.143 0.370
C 1.637 2.370 -0.573
N 1.732 1.888 -1.905
C 2.321 0.838 -2.438
C 2.714 -0.426 -1.922
C 3.618 -1.152 -2.746
C 3.963 -2.446 -2.483
C 3.365 -3.091 -1.384
C 2.470 -2.440 -0.581
C 2.117 -1.081 -0.799
O 1.269 -0.497 -0.030
H -1.065 5.267 -0.841
H -2.085 3.866 -0.367
H -1.936 4.332 -2.080
H -0.409 4.407 1.198
H 1.332 4.002 2.877
H 3.292 2.591 2.352
H 3.470 1.519 0.122
H 1.359 2.559 -2.568
H 2.498 0.960 -3.502
H 4.054 -0.644 -3.595
H 4.674 -2.967 -3.107
H 3.606 -4.126 -1.178
H 1.994 -2.954 0.249
*
```